(1)
C3H4N2O2S in the gas phase. Source: the OMol25 dataset; level of theory: ωB97M-V/def2-TZVPD.

The SMILES is O=C1CN(S)C=NO1. As for the net charge: 0. The value obtained for the energy above the lowest of the compared OMol25 structures with the same formula, charge and spin is 67.5 kcal per mole. As for the HOMO energy: -9.7 eV.

Last columns: bonded neighbours and bond lengths (Å).
Atoms and positions in Å:
1 O -2.59 -1.26 -0.37  C2 1.196
2 C -1.65 -0.54 -0.21  O1 1.196, C3 1.548, O8 1.383
3 C -0.19 -0.95 0.11  C2 1.548, N4 1.460, H9 1.115, H10 1.096
4 N 0.77 0.05 -0.36  C3 1.460, S5 1.727, C6 1.398
5 S 2.44 -0.38 -0.33  N4 1.727, H11 1.335
6 C 0.36 1.38 -0.23  N4 1.398, N7 1.277, H12 1.087
7 N -0.85 1.79 -0.13  C6 1.277, O8 1.414
8 O -1.88 0.82 -0.19  C2 1.383, N7 1.414
9 H -0.15 -1.06 1.22  C3 1.115
10 H -0.04 -1.95 -0.30  C3 1.096
11 H 2.75 -0.13 0.95  S5 1.335
12 H 1.03 2.23 -0.15  C6 1.087

---

(2)
C3H4N2O2S in the gas phase. Source: the OMol25 dataset; level of theory: ωB97M-V/def2-TZVPD.

The SMILES is NC(=S)N(C=O)C=O. As for the net charge: 0. The value obtained for the energy above the lowest of the compared OMol25 structures with the same formula, charge and spin is 28.0 kcal per mole. As for the HOMO energy: -8.9 eV.

Last columns: bonded neighbours and bond lengths (Å).
Atoms and positions in Å:
1 N -0.61 1.76 -0.64  C2 1.325, H9 0.937, H10 1.065
2 C -0.72 0.50 -0.23  N1 1.325, S3 1.797, N4 1.386
3 S -2.28 -0.34 0.01  C2 1.797
4 N 0.44 -0.24 -0.06  C2 1.386, C5 1.432, C7 1.425
5 C 1.73 0.35 -0.24  N4 1.432, O6 1.240, H11 1.127
6 O 2.13 1.36 -0.85  C5 1.240
7 C 0.45 -1.42 0.74  N4 1.425, O8 1.204, H12 1.053
8 O 1.39 -1.87 1.34  C7 1.204
9 H -1.38 2.26 -0.79  N1 0.937
10 H 0.28 2.12 -1.10  N1 1.065
11 H 2.51 -0.25 0.30  C5 1.127
12 H -0.56 -1.72 0.83  C7 1.053

---

(3)
C3H4N2O2S in the gas phase. Source: the OMol25 dataset; level of theory: ωB97M-V/def2-TZVPD.

The SMILES is Cn1onc(S)c1=O. As for the net charge: 0. The value obtained for the energy above the lowest of the compared OMol25 structures with the same formula, charge and spin is 114.5 kcal per mole. As for the HOMO energy: -9.5 eV.

Last columns: bonded neighbours and bond lengths (Å).
Atoms and positions in Å:
1 C 2.14 0.18 -0.06  N2 1.505, H9 1.277, H10 1.094, H11 1.116
2 N 0.69 -0.01 -0.41  C1 1.505, O3 1.468, C7 1.455
3 O 0.22 -1.37 -0.14  N2 1.468, N4 1.344
4 N -1.12 -1.29 -0.03  O3 1.344, C5 1.258
5 C -1.55 -0.11 -0.06  N4 1.258, S6 1.830, C7 1.430
6 S -3.36 0.18 -0.15  C5 1.830, H12 1.431
7 C -0.46 0.81 -0.05  N2 1.455, C5 1.430, O8 1.233
8 O -0.47 2.04 -0.08  C7 1.233
9 H 2.36 -0.28 1.11  C1 1.277
10 H 2.83 -0.29 -0.77  C1 1.094
11 H 2.57 1.17 0.20  C1 1.116
12 H -3.85 -1.03 0.42  S6 1.431

---

(4)
C3H4N2O2S2 in the gas phase. Source: the OMol25 dataset; level of theory: ωB97M-V/def2-TZVPD.

As for the net charge: 0. The value obtained for the energy above the lowest of the compared OMol25 structures with the same formula, charge and spin is 119.6 kcal per mole. As for the HOMO energy: -9.6 eV.

Last columns: bonded neighbours and bond lengths (Å).
Atoms and positions in Å:
1 C -3.26 -0.34 0.02  N4 1.295, S8 1.790, H10 1.082
2 C -1.21 1.02 0.05  N5 1.412, S8 1.871, S9 1.786
3 C 1.42 0.47 0.18  S9 1.827, H11 1.027, H12 1.122, H13 1.089
4 N -3.28 0.62 0.89  C1 1.295, N5 1.307
5 N -2.20 1.36 1.00  C2 1.412, N4 1.307
6 O -1.23 -1.51 -1.23  S8 1.443
7 O 0.26 1.70 -1.86  S9 1.491
8 S -1.91 -0.24 -1.15  C1 1.790, C2 1.871, O6 1.443
9 S 0.32 1.83 -0.38  C2 1.786, C3 1.827, O7 1.491
10 H -4.04 -1.08 -0.09  C1 1.082
11 H 1.72 0.73 1.13  C3 1.027
12 H 2.27 0.37 -0.54  C3 1.122
13 H 0.86 -0.46 0.15  C3 1.089

---

(5)
C3H4N2O2S2 in the gas phase. Source: the OMol25 dataset; level of theory: ωB97M-V/def2-TZVPD.

The SMILES is CSN(N=C=O)C(O)=S. As for the net charge: 0. The value obtained for the energy above the lowest of the compared OMol25 structures with the same formula, charge and spin is 56.1 kcal per mole. As for the HOMO energy: -8.9 eV.

Last columns: bonded neighbours and bond lengths (Å).
Atoms and positions in Å:
1 C -0.83 -1.17 -0.60  S2 1.868, H10 1.025, H11 1.008, H12 1.012
2 S -0.61 -0.37 1.07  C1 1.868, N3 1.680
3 N -0.66 1.29 0.78  S2 1.680, N4 1.401, C7 1.342
4 N -1.76 1.96 0.23  N3 1.401, C5 1.264
5 C -1.86 3.21 0.38  N4 1.264, O6 1.184
6 O -2.31 4.29 0.17  C5 1.184
7 C 0.25 1.92 1.53  N3 1.342, O8 1.330, S9 1.665
8 O 1.26 1.25 2.07  C7 1.330, H13 0.988
9 S 0.14 3.54 1.91  C7 1.665
10 H -0.30 -2.05 -0.64  C1 1.025
11 H -0.50 -0.64 -1.39  C1 1.008
12 H -1.80 -1.39 -0.80  C1 1.012
13 H 1.62 1.94 2.68  O8 0.988

---

(6)
C3H4N2O3 in the gas phase. Source: the OMol25 dataset; level of theory: ωB97M-V/def2-TZVPD.

The SMILES is O=[N+]([O-])[C@@H]1C=CON1. As for the net charge: 0. The value obtained for the energy above the lowest of the compared OMol25 structures with the same formula, charge and spin is 150.7 kcal per mole. As for the HOMO energy: -9.5 eV.

Last columns: bonded neighbours and bond lengths (Å).
Atoms and positions in Å:
1 O -2.19 1.14 0.68  N2 1.192
2 N -1.35 0.88 -0.12  O1 1.192, O3 1.190, C4 1.519
3 O -1.47 0.71 -1.30  N2 1.190
4 C 0.03 0.58 0.43  N2 1.519, C5 1.500, N8 1.507, H9 1.109
5 C 0.97 0.24 -0.69  C4 1.500, C6 1.335, H10 1.023
6 C 0.88 -1.09 -0.75  C5 1.335, O7 1.355, H11 1.048
7 O 0.11 -1.66 0.21  C6 1.355, N8 1.415
8 N -0.26 -0.69 1.17  C4 1.507, O7 1.415, H12 1.124
9 H 0.25 1.42 1.12  C4 1.109
10 H 1.57 0.94 -1.13  C5 1.023
11 H 0.99 -1.63 -1.64  C6 1.048
12 H 0.45 -0.84 2.04  N8 1.124

---

(7)
2 unconnected molecules or ions with the total composition C3H4N2O3. Source: the OMol25 dataset; level of theory: ωB97M-V/def2-TZVPD.

As for the net charge: 0. The value obtained for the energy above the lowest of the compared OMol25 structures with the same formula, charge and spin is 166.7 kcal per mole. As for the HOMO energy (alpha / beta): -10.5 / -10.5 eV.

Last columns: bonded neighbours and bond lengths (Å).
Atoms and positions in Å:
1 C 1.30 -1.52 0.37  N4 1.142
2 C -1.23 -0.34 -0.53  C3 1.446, H9 1.186, H10 1.133, H11 1.128
3 C -0.22 0.34 0.26  C2 1.446, N5 1.454, O8 1.305
4 N 1.66 -2.60 0.40  C1 1.142
5 N 0.80 1.08 -0.46  C3 1.454, O6 1.253, O7 1.229
6 O 1.03 0.94 -1.68  N5 1.253
7 O 1.34 1.87 0.31  N5 1.229
8 O -0.38 0.58 1.53  C3 1.305, H12 1.023
9 H -2.28 -0.12 -0.01  C2 1.186
10 H -1.05 -1.45 -0.52  C2 1.133
11 H -1.31 0.03 -1.59  C2 1.128
12 H 0.33 1.20 1.92  O8 1.023

---

(8)
C3H4N2O3 in the gas phase. Source: the OMol25 dataset; level of theory: ωB97M-V/def2-TZVPD.

The SMILES is COn1ncoc1=O. As for the net charge: 0. The value obtained for the energy above the lowest of the compared OMol25 structures with the same formula, charge and spin is 132.8 kcal per mole. As for the HOMO energy: -9.2 eV.

Last columns: bonded neighbours and bond lengths (Å).
Atoms and positions in Å:
1 C 0.44 -0.05 -2.00  O2 1.571, H9 1.102, H10 1.174, H11 1.211
2 O -0.87 -0.13 -1.13  C1 1.571, N3 1.338
3 N -0.64 -0.03 0.18  O2 1.338, N4 1.524, C7 1.400
4 N 0.18 1.17 0.63  N3 1.524, C5 1.367
5 C 0.09 0.88 1.96  N4 1.367, O6 1.375, H12 1.289
6 O -0.45 -0.34 2.29  C5 1.375, C7 1.421
7 C -0.76 -1.07 1.11  N3 1.400, O6 1.421, O8 1.107
8 O -1.07 -2.12 0.93  C7 1.107
9 H 0.00 0.32 -2.94  C1 1.102
10 H 0.95 -1.11 -1.96  C1 1.174
11 H 1.20 0.83 -1.68  C1 1.211
12 H 0.91 1.64 2.60  C5 1.289

---

| no. | energy (a.u.) |
| --- | --- |
| 1 | -774.819222 |
| 2 | -774.882133 |
| 3 | -774.744386 |
| 4 | -1172.899804 |
| 5 | -1173.001038 |
| 6 | -451.739593 |
| 7 | -451.714144 |
| 8 | -451.768126 |